This record from the Open Molecules 2025 dataset describes a structure of composition C50H146Br6N24O8P8. The level of theory is the ωB97M-V functional and the def2-TZVPD basis.

Summary:
Orbital gap (Eh): 0.2751
Strongest force on any atom (hartree/bohr): 0.05689

```
242
C50H146Br6N24O8P8 the ωB97M-V functional and the def2-TZVPD basis
O -3.6926 -3.4578 6.1409
P -3.8091 -2.0592 5.7973
N -2.6202 -1.4475 4.7577
C -2.5622 -0.0559 4.3486
C -1.3782 -2.1247 4.5005
N -3.7259 -1.0653 7.1726
C -4.0030 0.3782 7.1216
C -2.8261 -1.5173 8.2456
N -5.2602 -1.7606 5.0274
C -5.4826 -2.2308 3.6954
C -6.4147 -2.0501 5.8586
H -1.9354 0.5289 5.0218
H -3.5846 0.3202 4.3876
H -2.1138 -0.0350 3.3553
H -0.6342 -1.8374 5.2435
H -0.9900 -2.0002 3.4896
H -1.5001 -3.2043 4.5886
H -5.0234 0.4110 6.7398
H -4.0903 0.6838 8.1642
H -3.1500 0.9225 6.7163
H -2.8748 -2.5735 8.5104
H -1.8007 -1.4344 7.8853
H -2.8888 -0.8674 9.1184
H -6.4403 -2.0515 3.2067
H -4.7502 -1.6617 3.1230
H -5.2172 -3.2869 3.6477
H -6.6080 -3.1101 6.0237
H -7.3285 -1.7508 5.3455
H -6.3013 -1.5524 6.8216
O -6.2479 -6.2927 -5.1493
P -4.7790 -6.3068 -5.4616
N -4.1274 -7.9022 -5.3224
C -4.9852 -9.0495 -5.7532
C -2.7148 -8.1553 -5.0649
N -3.9512 -5.2394 -4.4586
C -3.7254 -5.5860 -3.0088
C -3.9058 -3.8288 -4.7018
N -4.3748 -5.8820 -7.0738
C -5.2491 -6.4026 -8.1421
C -3.0202 -5.7817 -7.5555
H -6.0125 -8.9595 -5.4001
H -4.5853 -9.9933 -5.3824
H -5.0387 -9.2130 -6.8295
H -2.4144 -8.6315 -5.9982
H -2.5372 -8.8757 -4.2664
H -2.0350 -7.3053 -5.0065
H -2.8753 -6.2603 -2.9051
H -3.5315 -4.7702 -2.3123
H -4.6512 -6.0363 -2.6506
H -3.9297 -3.5301 -5.7498
H -4.8221 -3.4276 -4.2688
H -2.9577 -3.4926 -4.2823
H -5.2735 -5.8248 -9.0661
H -4.8699 -7.4024 -8.3534
H -6.2817 -6.3965 -7.7930
H -2.9399 -5.1720 -8.4554
H -2.5782 -6.7568 -7.7601
H -2.3532 -5.3987 -6.7831
O 3.0697 4.3378 0.9489
P 4.0056 5.4613 0.7279
N 3.5903 6.4954 -0.5977
C 4.0030 6.2046 -1.9740
C 2.3295 7.2151 -0.5764
N 5.6229 4.8672 0.5097
C 6.7454 5.7189 0.0250
C 5.9555 3.6277 1.2543
N 4.1509 6.6517 1.9846
C 3.7276 6.2203 3.3190
C 4.9159 7.8583 1.8485
H 3.2113 5.6013 -2.4180
H 4.9629 5.6930 -2.0457
H 4.1867 7.1526 -2.4796
H 1.5248 6.5225 -0.8234
H 2.3237 7.9984 -1.3344
H 1.9261 7.6091 0.3564
H 6.4438 6.4469 -0.7280
H 7.0937 6.2500 0.9109
H 7.5761 5.0720 -0.2574
H 6.1003 2.7995 0.5606
H 6.8983 3.7430 1.7890
H 5.1658 3.4129 1.9741
H 3.3421 7.0422 3.9223
H 2.9056 5.5315 3.1239
H 4.4777 5.7082 3.9217
H 5.9866 7.8364 2.0517
H 4.4839 8.7079 2.3773
H 4.8508 8.1278 0.7943
O -3.4998 5.7319 -4.2887
P -2.5341 4.6338 -3.9360
N -2.9464 3.0986 -4.5966
C -3.7487 3.0383 -5.8501
C -2.8031 1.7875 -3.9375
N -2.3359 4.3500 -2.2863
C -3.5633 4.0524 -1.5245
C -1.3344 4.9449 -1.3661
N -0.9407 4.8126 -4.6565
C -0.7529 5.7972 -5.7881
C 0.2170 3.8923 -4.3294
H -4.5203 3.8013 -5.7472
H -4.2723 2.0838 -5.7953
H -3.0558 3.0648 -6.6911
H -2.0653 1.8932 -3.1422
H -2.3982 1.0453 -4.6254
H -3.7295 1.4444 -3.4769
H -3.8693 4.9975 -1.0759
H -4.3059 3.6740 -2.2269
H -3.3150 3.4313 -0.6638
H -0.3258 4.6648 -1.6700
H -1.3119 6.0235 -1.5215
H -1.6166 4.6895 -0.3447
H -0.6091 5.3151 -6.7550
H -1.5819 6.4991 -5.8785
H 0.1204 6.4089 -5.5620
H 0.3121 3.1670 -5.1374
H 0.0470 3.3341 -3.4087
H 1.0683 4.5365 -4.1095
O -0.6312 -0.9872 1.0894
P 0.0540 -0.5473 -0.1681
N 0.5532 1.1257 -0.1362
C -0.2478 2.0443 0.6772
C 1.4071 1.8021 -1.0812
N -0.7835 -0.7237 -1.6600
C -2.2216 -0.8585 -1.7152
C -0.1412 -0.5897 -2.9359
N 1.5292 -1.4873 -0.5051
C 2.7793 -1.1787 0.1177
C 1.3557 -2.9023 -0.8826
H -1.1490 2.3709 0.1582
H 0.3507 2.8812 1.0372
H -0.5898 1.5999 1.6118
H 1.9953 2.5634 -0.5688
H 0.7599 2.2111 -1.8571
H 2.1351 1.0789 -1.4486
H -2.5839 -1.4568 -0.8792
H -2.6462 0.1336 -1.5616
H -2.5455 -1.2134 -2.6935
H 0.2424 -1.5131 -3.3699
H -0.9138 -0.3020 -3.6489
H 0.5263 0.2711 -2.9753
H 2.7398 -1.4056 1.1830
H 3.6882 -1.6636 -0.2385
H 2.9185 -0.1095 -0.0423
H 1.6312 -3.5505 -0.0506
H 2.0042 -3.1938 -1.7087
H 0.3107 -3.0781 -1.1378
O 2.7610 0.5790 -4.3168
P 4.2127 0.1871 -4.1519
N 5.0110 0.0235 -5.6745
C 6.4156 -0.4227 -5.8199
C 4.2679 0.2040 -6.9335
N 4.2677 -1.3270 -3.3295
C 5.5399 -1.6630 -2.6852
C 3.4517 -2.4145 -3.8389
N 5.1673 1.2914 -3.2377
C 4.7301 1.5448 -1.7780
C 5.7682 2.4206 -3.8780
H 6.9837 0.0013 -4.9919
H 6.8532 -0.1773 -6.7875
H 6.3164 -1.5082 -5.8173
H 3.2620 -0.1593 -6.7231
H 4.6714 -0.4409 -7.7142
H 4.2742 1.2646 -7.1846
H 6.3604 -1.9108 -3.3586
H 5.8173 -0.8628 -1.9991
H 5.3565 -2.5198 -2.0368
H 3.6411 -2.5151 -4.9076
H 3.6424 -3.3901 -3.3919
H 2.4004 -2.1926 -3.6557
H 3.9112 2.2603 -1.7025
H 4.2541 0.6528 -1.3708
H 5.5774 1.8803 -1.1800
H 5.0712 3.2203 -4.1284
H 6.2110 2.1447 -4.8351
H 6.5273 2.8180 -3.2043
O 4.2949 -3.8937 2.1150
P 4.0725 -4.5984 3.4277
N 4.6960 -6.1827 3.4838
C 4.1598 -7.0553 2.4547
C 6.1541 -6.3379 3.6222
N 2.4341 -4.6239 3.8437
C 2.0074 -5.7078 4.6362
C 1.4032 -3.5847 3.5149
N 4.7283 -3.7098 4.7063
C 4.6736 -4.2437 6.0542
C 4.7514 -2.2923 4.6017
H 4.5043 -8.0894 2.4474
H 4.4614 -6.6451 1.4909
H 3.0721 -7.0545 2.5246
H 6.4452 -7.3169 3.2413
H 6.4385 -6.3171 4.6743
H 6.8035 -5.5826 3.1796
H 1.2876 -5.3456 5.3703
H 1.4801 -6.4577 4.0464
H 2.7281 -6.2529 5.2458
H 0.4262 -4.0541 3.3998
H 1.4496 -2.8755 4.3413
H 1.6996 -3.1632 2.5544
H 3.6534 -3.9913 6.3431
H 4.6978 -5.3280 6.1629
H 5.3361 -3.6762 6.7077
H 5.1997 -2.0472 3.6388
H 5.4125 -1.7827 5.3026
H 3.7987 -1.7736 4.7096
O -6.3845 4.7861 3.1560
P -5.1136 4.2157 3.5953
N -4.8484 4.4578 5.2524
C -3.9600 3.6115 6.0393
C -5.5794 5.5281 6.0017
N -3.7549 4.9271 2.8760
C -3.9372 5.6170 1.5789
C -2.3400 4.6233 3.2272
N -5.0144 2.5239 3.3282
C -6.1420 1.7350 3.8364
C -4.6021 2.1759 1.9192
H -4.3320 3.3693 7.0348
H -2.9966 4.0910 6.2127
H -3.9120 2.6819 5.4721
H -6.2454 4.9196 6.6136
H -6.1147 6.2677 5.4063
H -4.8769 6.0492 6.6521
H -4.1827 6.6391 1.8671
H -2.9985 5.5462 1.0295
H -4.7686 5.1481 1.0525
H -1.9925 3.6580 2.8592
H -1.6670 5.3604 2.7891
H -2.2430 4.5689 4.3115
H -7.0935 2.2062 3.5901
H -6.1915 0.7005 3.4968
H -6.1001 1.7929 4.9241
H -4.5003 1.1087 1.7221
H -3.6372 2.6493 1.7375
H -5.3633 2.4822 1.2017
C 0.0295 -6.9762 -0.8278
Br -1.8265 -7.4553 -0.3326
Br 0.9320 -6.1523 0.7074
Br 0.0476 -5.8966 -2.4849
H 0.5509 -7.9001 -1.0782
C 3.4378 1.3042 3.0116
Br 1.9299 0.1509 3.5035
Br 5.0275 0.4082 2.2257
Br 4.0307 2.3758 4.5379
H 3.0814 2.0117 2.2628
```

Löwdin population analysis, charges in e, atoms 1 to 99: atom 1 (O): -0.2557, atom 2 (P): 0.5166, atom 3 (N): -0.2874, atom 4 (C): -0.1077, atom 5 (C): -0.1375, atom 6 (N): -0.3004, atom 7 (C): -0.1167, atom 8 (C): -0.1039, atom 9 (N): -0.3128, atom 10 (C): -0.1297, atom 11 (C): -0.1280, atom 12 (H): 0.0769, atom 13 (H): 0.0563, atom 14 (H): 0.0736, atom 15 (H): 0.0765, atom 16 (H): 0.0597, atom 17 (H): 0.0761, atom 18 (H): 0.0723, atom 19 (H): 0.0785, atom 20 (H): 0.0601, atom 21 (H): 0.0761, atom 22 (H): 0.0690, atom 23 (H): 0.0767, atom 24 (H): 0.0874, atom 25 (H): 0.0685, atom 26 (H): 0.0882, atom 27 (H): 0.0834, atom 28 (H): 0.0788, atom 29 (H): 0.0728, atom 30 (O): -0.3156, atom 31 (P): 0.5913, atom 32 (N): -0.2896, atom 33 (C): -0.0953, atom 34 (C): -0.1369, atom 35 (N): -0.3082, atom 36 (C): -0.1043, atom 37 (C): -0.1325, atom 38 (N): -0.3124, atom 39 (C): -0.1110, atom 40 (C): -0.1446, atom 41 (H): 0.0755, atom 42 (H): 0.0746, atom 43 (H): 0.0620, atom 44 (H): 0.0707, atom 45 (H): 0.0783, atom 46 (H): 0.0611, atom 47 (H): -0.0155, atom 48 (H): 0.0795, atom 49 (H): 0.0820, atom 50 (H): 0.0750, atom 51 (H): 0.0902, atom 52 (H): 0.0764, atom 53 (H): 0.0790, atom 54 (H): 0.0688, atom 55 (H): 0.0771, atom 56 (H): 0.0850, atom 57 (H): 0.0715, atom 58 (H): 0.0698, atom 59 (O): -0.2982, atom 60 (P): 0.6415, atom 61 (N): -0.3146, atom 62 (C): -0.1088, atom 63 (C): -0.1189, atom 64 (N): -0.2883, atom 65 (C): -0.0968, atom 66 (C): -0.1312, atom 67 (N): -0.3012, atom 68 (C): -0.1196, atom 69 (C): -0.1391, atom 70 (H): 0.0767, atom 71 (H): 0.0580, atom 72 (H): 0.0857, atom 73 (H): 0.0647, atom 74 (H): 0.0856, atom 75 (H): 0.0849, atom 76 (H): 0.0669, atom 77 (H): 0.0618, atom 78 (H): 0.0813, atom 79 (H): 0.0312, atom 80 (H): 0.0867, atom 81 (H): 0.0104, atom 82 (H): 0.0789, atom 83 (H): 0.0586, atom 84 (H): 0.0622, atom 85 (H): 0.0674, atom 86 (H): 0.0835, atom 87 (H): 0.0667, atom 88 (O): -0.3169, atom 89 (P): 0.6019, atom 90 (N): -0.3102, atom 91 (C): -0.0881, atom 92 (C): -0.1392, atom 93 (N): -0.3017, atom 94 (C): -0.1057, atom 95 (C): -0.0906, atom 96 (N): -0.2909, atom 97 (C): -0.1057, atom 98 (C): -0.0843, atom 99 (H): 0.0724

This record from the Open Molecules 2025 dataset describes a cluster of 2 separate species, Br3H2PSi in total. The level of theory is the ωB97M-V functional and the def2-TZVPD basis.

Summary:
Orbital gap (alpha / beta) (Eh): 0.2585 / 0.2643
Strongest force on any atom (hartree/bohr): 0.05127

```
7
Br3H2PSi the ωB97M-V functional and the def2-TZVPD basis
Si -1.3244 1.4392 0.4514
P 2.2109 -1.7478 -0.9191
Br -1.8977 3.1497 -0.9170
Br -3.1311 0.1768 0.5552
Br -0.6984 2.0737 2.4905
H 2.2100 -2.5946 -1.9899
H 2.6307 -2.4970 0.3289
```

Just the natural (NBO) charges please, in e? Sure, here they are: atom 1 (Si): 0.8472, atom 2 (P): 0.0821, atom 3 (Br): -0.2929, atom 4 (Br): -0.2811, atom 5 (Br): -0.2750, atom 6 (H): -0.0544, atom 7 (H): -0.0260

This record from the Open Molecules 2025 dataset describes the molecule H2INS. The level of theory is the ωB97M-V functional and the def2-TZVPD basis.

Summary:
Orbital gap (Eh): 0.2782
Strongest force on any atom (hartree/bohr): 0.04927

```
5
H2INS the ωB97M-V functional and the def2-TZVPD basis
N 1.2164 0.4802 -0.0653
S 0.1342 -0.6284 -0.0725
I -2.5054 0.1437 -0.0484
H 1.4090 0.6706 -1.1311
H -0.2543 -0.6661 1.3172
```

Just the natural (NBO) charges please, in e? Sure, here they are: atom 1 (N): -0.9231, atom 2 (S): 0.7402, atom 3 (I): -0.3301, atom 4 (H): 0.3660, atom 5 (H): 0.1470

This record from the Open Molecules 2025 dataset describes a structure of composition C29H23BClF4N7O4Ta. The level of theory is the ωB97M-V functional and the def2-TZVPD basis.

Summary:
Orbital gap (Eh): 0.2017
Net charge: +3
Strongest force on any atom (hartree/bohr): 0.00699

```
70
C29H23BClF4N7O4Ta the ωB97M-V functional and the def2-TZVPD basis
Ta -0.3757 -0.4061 -0.3364
N -0.3040 5.3704 0.5731
C 0.4087 4.3971 0.0212
N 0.3527 3.1357 0.3697
C -0.4764 2.8033 1.4076
N -0.4649 1.5960 1.9328
N 0.3986 0.7250 1.3047
C 1.3551 0.1898 1.9830
C 2.1171 -0.8305 1.3179
C 3.0180 -1.6464 1.8655
C 3.7253 -2.6570 1.0371
C 3.7159 -2.3415 -0.4768
C 2.6432 -1.3953 -0.8935
N 1.7973 -0.8369 -0.0957
C -1.3584 3.7854 2.0021
C -2.2916 3.4788 3.0036
C -3.0689 4.4767 3.5400
C -2.9273 5.8003 3.0975
C -2.0172 6.1245 2.1169
C -1.2376 5.1077 1.5704
H -0.1652 6.3235 0.2650
H 1.0904 4.6926 -0.7679
H 1.5335 0.4976 3.0083
H 3.2242 -1.5646 2.9266
H 4.7340 -2.8195 1.4139
H 4.6663 -2.1000 -0.9524
H 2.5040 -1.2169 -1.9553
H -2.3817 2.4565 3.3432
H -3.7875 4.2479 4.3146
H -3.5381 6.5788 3.5342
H -1.9061 7.1465 1.7768
O 3.9388 -5.4749 2.5228
C 3.8883 -5.2206 1.2133
O 4.5748 -5.8046 0.4344
C 2.9978 -4.0495 0.7530
C 3.1595 -3.8143 -0.7756
C 1.9117 -3.6229 -1.5722
C 0.7497 -3.3923 -0.9477
C 0.5384 -3.8448 0.4326
C 1.5711 -4.1805 1.2024
N -0.0621 -2.3491 -1.5110
C -0.2899 -2.2890 -2.7695
C -0.3664 -0.9561 -3.3735
C -0.5610 -0.7397 -4.7178
C -0.4262 0.5609 -5.2102
C -0.0969 1.5828 -4.3381
C 0.0575 1.2996 -2.9869
N -0.0655 0.0546 -2.5125
H 3.3277 -4.9558 3.0587
H 3.9099 -4.4650 -1.2198
H 2.0588 -3.3200 -2.6030
H -0.4761 -3.9807 0.7812
H 1.3681 -4.6018 2.1810
H -0.2590 -3.1776 -3.3962
H -0.7975 -1.5672 -5.3740
H -0.5660 0.7603 -6.2649
H 0.0381 2.5965 -4.6887
H 0.2798 2.0731 -2.2600
Cl -4.3150 2.4121 -0.1436
C -3.9749 1.0620 -1.2253
C -2.6226 0.4920 -0.9773
O -2.3377 -0.7317 -1.1443
O -1.6177 1.2110 -0.5996
H -3.9943 1.4278 -2.2562
H -4.7217 0.2774 -1.1222
F -4.9469 -0.3638 3.1130
B -4.2367 -0.7089 2.0797
F -0.9100 -1.6150 0.9267
F -4.5851 -1.6774 1.2627
F -3.1244 -0.0263 1.7807
```

Just the natural (NBO) charges please, in e? Sure, here they are: atom 1 (Ta): 2.6531, atom 2 (N): -0.5106, atom 3 (C): 0.3463, atom 4 (N): -0.5850, atom 5 (C): 0.4566, atom 6 (N): -0.3749, atom 7 (N): -0.4011, atom 8 (C): 0.1892, atom 9 (C): 0.0190, atom 10 (C): -0.0429, atom 11 (C): -0.2490, atom 12 (C): -0.2936, atom 13 (C): 0.3535, atom 14 (N): -0.6226, atom 15 (C): -0.1802, atom 16 (C): -0.1368, atom 17 (C): -0.1893, atom 18 (C): -0.1203, atom 19 (C): -0.2514, atom 20 (C): 0.2498, atom 21 (H): 0.4439, atom 22 (H): 0.2133, atom 23 (H): 0.2652, atom 24 (H): 0.2631, atom 25 (H): 0.2840, atom 26 (H): 0.2889, atom 27 (H): 0.2195, atom 28 (H): 0.2454, atom 29 (H): 0.2493, atom 30 (H): 0.2526, atom 31 (H): 0.2434, atom 32 (O): -0.6270, atom 33 (C): 0.7874, atom 34 (O): -0.5048, atom 35 (C): -0.1725, atom 36 (C): -0.1977, atom 37 (C): -0.1162, atom 38 (C): 0.1021, atom 39 (C): -0.2393, atom 40 (C): -0.1251, atom 41 (N): -0.5098, atom 42 (C): 0.2069, atom 43 (C): 0.1150, atom 44 (C): -0.1620, atom 45 (C): -0.0740, atom 46 (C): -0.2088, atom 47 (C): 0.1091, atom 48 (N): -0.5857, atom 49 (H): 0.4868, atom 50 (H): 0.3096, atom 51 (H): 0.2215, atom 52 (H): 0.2632, atom 53 (H): 0.2397, atom 54 (H): 0.2513, atom 55 (H): 0.2722, atom 56 (H): 0.2752, atom 57 (H): 0.2734, atom 58 (H): 0.2493, atom 59 (Cl): 0.0534, atom 60 (C): -0.5213, atom 61 (C): 0.8465, atom 62 (O): -0.6560, atom 63 (O): -0.7020, atom 64 (H): 0.2834, atom 65 (H): 0.2856, atom 66 (F): -0.4589, atom 67 (B): 1.4747, atom 68 (F): -0.5251, atom 69 (F): -0.4824, atom 70 (F): -0.5160